Molecular formula: C23H53IInN6O7
Method: DFT, the ωB97M-V functional and the def2-TZVPD basis

XYZ file:
```
91
Properties=species:S:1:pos:R:3:forces:R:3
C 0.25274 -3.47389 -5.60805 -2.19 1.54 -0.92
C -0.94351 -2.65680 -6.05534 1.94 -3.41 0.13
In -2.34183 -1.85231 -4.40212 0.76 -0.04 -0.75
I -4.83537 -3.13655 -4.74170 -0.05 0.06 0.17
C -1.39203 -2.36478 -2.44919 -0.42 -2.32 1.07
O -0.59813 -1.38386 -1.74769 -0.41 1.40 -1.27
C -0.47093 -0.08106 -2.38330 1.78 1.81 0.81
C 0.66589 -0.02703 -3.61044 -1.46 -0.75 -0.74
H 0.04279 -4.55310 -5.15895 0.48 2.94 0.46
H 1.36238 -3.07182 -5.62866 -2.10 -1.40 -1.18
H -1.14072 -2.43349 -7.19342 1.57 1.07 2.26
H -2.44321 -0.04036 -4.61367 -0.25 -0.80 -0.18
H -0.70994 -3.33112 -2.61200 -1.30 1.92 0.28
H -2.24953 -2.73410 -1.70491 1.66 0.76 -1.34
H -0.00529 0.64274 -1.55247 -1.08 -1.73 -1.53
H -1.48435 0.44592 -2.68466 1.93 -1.52 0.40
H 1.44307 0.83913 -3.47244 -1.65 -1.79 -0.17
H 1.17712 -1.09415 -3.74489 -1.02 2.37 0.50
H 0.02357 0.13307 -4.60220 1.68 -0.19 1.88
C 0.72980 3.94278 -1.82680 0.27 -0.29 0.72
O 1.27072 2.87751 -2.09486 -0.30 0.93 0.51
N 0.62548 4.49217 -0.56665 0.05 -0.38 -1.41
C -0.03166 5.76070 -0.33123 -0.05 -0.23 0.14
C 1.19119 3.77817 0.55931 0.06 -0.26 -0.22
H 0.26683 4.56671 -2.60945 -0.03 0.06 0.11
H 0.68703 6.45387 0.11514 -0.21 0.14 0.03
H -0.86704 5.60390 0.35700 0.15 0.35 -0.13
H -0.41027 6.18762 -1.26406 0.12 -0.15 0.08
H 2.26372 3.64055 0.39117 -0.08 -0.11 0.18
H 0.71706 2.79462 0.63188 0.17 0.02 0.13
H 1.03227 4.33314 1.48777 -0.04 0.01 -0.23
C 2.94975 -2.42420 1.77016 -1.00 -0.82 -0.33
O 3.88638 -3.03184 2.27290 -0.38 0.03 -0.12
N 1.76842 -2.98957 1.33943 1.70 0.81 0.70
C 0.70522 -2.20037 0.75360 -0.17 -0.44 -0.11
C 1.58359 -4.41945 1.47677 0.33 0.10 0.10
H 2.98598 -1.33235 1.61943 -0.15 -0.05 -0.07
H -0.19664 -2.31509 1.36166 0.15 0.19 -0.27
H 0.51330 -2.56269 -0.26031 -0.11 0.32 0.18
H 0.97730 -1.14209 0.71120 -0.05 -0.23 -0.01
H 1.66514 -4.68908 2.53422 0.00 -0.19 -0.11
H 2.37171 -4.93550 0.91998 -0.14 -0.14 0.12
H 0.60467 -4.72077 1.09440 0.17 0.20 0.01
C -3.02232 -0.94455 1.62488 0.53 -0.35 0.16
O -1.84225 -0.84967 1.31231 -1.28 -0.11 0.72
N -3.53674 -1.83053 2.54742 0.20 0.85 -0.76
C -4.94898 -1.88098 2.86280 0.26 -0.11 -0.01
C -2.63627 -2.74111 3.22387 0.23 0.13 -0.22
H -3.79228 -0.29897 1.17038 -0.06 -0.09 0.05
H -5.08093 -1.67453 3.92873 -0.22 -0.03 -0.04
H -5.32726 -2.88101 2.63265 -0.20 0.12 0.07
H -5.50915 -1.14281 2.28221 0.17 -0.12 0.05
H -1.88485 -2.16042 3.76766 0.05 -0.21 0.00
H -2.13000 -3.36114 2.47775 0.05 -0.03 0.22
H -3.18477 -3.37904 3.92207 0.01 0.16 -0.16
C -2.31737 5.22251 2.68081 0.45 -0.29 0.77
O -1.82169 6.27434 2.29711 -0.17 -0.64 0.49
N -1.85690 4.45749 3.73124 -0.77 0.83 -1.38
C -2.50064 3.22163 4.12449 0.19 0.18 -0.01
C -0.69129 4.90339 4.46617 -0.18 0.04 -0.18
H -3.20748 4.79297 2.19156 0.02 -0.08 0.07
H -2.83388 3.31108 5.16237 -0.05 -0.19 -0.03
H -1.77894 2.40429 4.03947 -0.19 -0.11 0.06
H -3.36330 3.00655 3.48782 0.16 0.09 0.05
H -0.89586 5.88965 4.89393 0.22 -0.10 0.03
H 0.15405 4.98718 3.77637 0.04 0.05 0.24
H -0.44604 4.19901 5.26554 -0.28 0.36 -0.54
C 2.11145 -2.66031 -9.50742 0.07 -0.09 0.94
O 1.74527 -2.05505 -8.50800 0.62 -0.76 -1.01
N 2.90525 -3.78749 -9.51399 -0.62 0.90 -0.38
C 3.29609 -4.44738 -10.74207 -0.05 0.07 0.36
C 3.36390 -4.33026 -8.25199 -0.20 0.19 0.24
H 1.81915 -2.33224 -10.51891 0.06 -0.11 -0.07
H 2.92795 -5.47711 -10.72293 0.11 -0.01 -0.21
H 4.38759 -4.44862 -10.81102 -0.03 -0.12 -0.20
H 2.88183 -3.93427 -11.61437 0.02 -0.02 0.19
H 2.49515 -4.59133 -7.63990 0.19 0.04 0.11
H 3.94783 -3.56773 -7.72757 -0.06 -0.19 0.11
H 3.97995 -5.21867 -8.41482 -0.11 0.17 -0.10
C 1.26796 3.03107 6.88142 0.00 0.06 0.85
O 0.98690 4.18123 6.56931 0.52 -0.82 0.97
N 1.25245 2.52348 8.16313 0.06 0.34 -1.43
C 1.59909 1.14749 8.45108 -0.06 0.15 0.07
C 0.87744 3.39394 9.25824 -0.05 0.28 -0.19
H 1.56683 2.28578 6.12552 0.00 -0.05 0.11
H 0.74288 0.65873 8.92464 0.16 -0.16 -0.01
H 2.45380 1.13340 9.13327 -0.05 -0.22 -0.04
H 1.86039 0.60723 7.53696 -0.06 0.16 0.12
H -0.13521 3.77011 9.08338 0.12 0.08 0.18
H 1.56756 4.24254 9.29101 -0.18 -0.01 0.14
H 0.91097 2.85495 10.20885 0.03 0.02 -0.25
```
Forces are in eV/Å.

Its net charge is -1.

---

Molecular formula: C23H53MoN3O3PS
Method: DFT, the ωB97M-V functional and the def2-TZVPD basis

XYZ file:
```
85
Properties=species:S:1:pos:R:3:forces:R:3
Mo -1.31503 -0.05997 0.16216 -0.26 -0.15 -0.10
C -2.58465 2.34854 2.03596 0.04 0.04 -0.06
O -2.52100 1.59420 0.78649 -0.20 -0.13 0.02
C -3.65462 1.81115 -0.10386 0.14 0.12 0.02
C -4.25980 0.47914 -0.43967 -0.01 -0.18 0.01
O -3.12360 -0.37985 -0.78624 -0.12 0.06 -0.22
C -3.34630 -1.62679 -1.51225 -0.03 0.07 0.06
C -2.59921 -2.69116 -0.75719 0.10 -0.06 -0.01
O -1.28948 -2.16158 -0.42712 -0.03 0.04 0.12
C -0.42031 -3.17410 0.12959 -0.03 -0.04 -0.03
H -2.82146 3.38228 1.79468 0.03 0.01 0.02
H -3.34399 1.91559 2.68372 -0.02 0.00 0.00
H -1.60553 2.28259 2.49762 0.01 -0.01 0.00
H -4.38747 2.45622 0.37844 0.00 -0.02 0.02
H -3.28003 2.30330 -0.99996 0.00 0.04 0.01
H -4.77193 0.02284 0.40812 -0.02 -0.01 -0.02
H -4.93068 0.55576 -1.29446 0.02 -0.01 -0.01
H -4.41169 -1.85086 -1.54123 0.00 0.02 -0.01
H -2.96890 -1.48387 -2.52329 0.00 0.02 0.00
H -3.10447 -2.95607 0.17537 0.00 0.00 0.00
H -2.48061 -3.58240 -1.37498 0.00 -0.01 0.02
H -0.24513 -3.93932 -0.62527 0.00 0.00 0.00
H 0.51542 -2.68771 0.38784 0.00 0.01 0.00
H -0.88739 -3.61401 1.01179 0.01 0.01 0.00
C 2.42298 1.74682 0.99702 0.02 0.01 0.02
C 2.79106 1.26347 -0.41805 0.00 -0.02 -0.03
C 3.28869 -0.18677 -0.30631 0.01 0.02 0.00
C 3.93743 2.13220 -0.96698 -0.02 -0.03 0.03
P 1.29579 1.32391 -1.53614 -0.03 0.12 0.03
N 0.02018 0.65813 -0.64875 0.24 -0.05 0.04
C 1.44223 0.23006 -3.03785 0.00 -0.05 0.00
C 1.33262 -1.25270 -2.64039 0.03 0.01 -0.05
C 2.77573 0.47848 -3.76429 -0.04 -0.04 -0.02
C 0.28063 0.50223 -4.00586 0.01 0.01 0.01
C 0.76003 3.07128 -1.92691 -0.01 0.00 0.00
C 0.88829 3.94200 -0.66712 -0.01 0.02 -0.01
C -0.72105 3.10672 -2.33382 0.03 0.02 -0.01
C 1.61757 3.67951 -3.04936 -0.01 0.02 0.02
H 3.20592 1.39754 1.67213 0.00 0.01 0.01
H 1.47055 1.35119 1.35089 -0.01 -0.04 0.01
H 2.39667 2.82765 1.07693 0.00 -0.01 0.02
H 4.08590 -0.20190 0.43799 0.00 0.00 0.01
H 3.71519 -0.55726 -1.23437 0.01 0.00 0.01
H 2.50899 -0.87630 0.02300 0.01 0.03 0.00
H 4.78517 2.01857 -0.28874 0.00 -0.01 0.00
H 3.68975 3.19042 -0.99104 0.00 0.00 0.01
H 4.27025 1.82463 -1.95564 0.00 0.00 -0.01
H 2.12371 -1.59479 -1.98179 -0.03 0.00 -0.02
H 1.40573 -1.83470 -3.56100 0.00 0.00 0.01
H 0.36527 -1.47245 -2.18843 -0.01 0.00 0.00
H 3.63116 0.10346 -3.20826 0.02 0.00 0.01
H 2.94631 1.52552 -4.00634 -0.01 0.00 0.00
H 2.74067 -0.06949 -4.70762 0.01 0.00 0.01
H -0.69307 0.39746 -3.52312 -0.01 0.01 0.01
H 0.33863 -0.24690 -4.79711 -0.01 0.01 0.00
H 0.33925 1.47510 -4.48451 0.01 0.03 0.00
H 0.34873 3.52617 0.18617 0.00 0.00 -0.01
H 0.44529 4.91168 -0.89862 0.00 -0.01 0.01
H 1.91959 4.12704 -0.38365 0.01 0.01 0.00
H -1.34246 2.63653 -1.57369 -0.02 0.00 0.02
H -0.92644 2.65543 -3.29784 0.00 -0.05 -0.02
H -1.01366 4.15613 -2.39747 0.01 -0.01 -0.02
H 2.68125 3.68025 -2.82148 0.00 0.00 0.00
H 1.31122 4.72103 -3.16334 0.00 -0.01 0.00
H 1.46619 3.19464 -4.01041 -0.02 -0.02 -0.01
C -1.00036 -4.34357 3.92399 -0.05 0.03 -0.03
N -1.44514 -2.96099 3.67571 -0.09 -0.11 0.00
C -2.89411 -2.77733 3.82401 0.04 0.00 0.00
C -0.62403 -2.00803 3.25350 -0.14 -0.10 -0.09
S -1.33046 -0.55664 2.49045 0.39 0.29 0.22
N 0.67460 -2.06595 3.51346 0.07 0.04 0.05
C 1.64682 -1.20881 2.84304 0.01 0.04 -0.01
C 1.20725 -2.71093 4.73218 0.00 0.05 -0.01
H -1.74751 -5.00479 3.48659 0.00 -0.01 0.00
H -0.92840 -4.56759 4.98655 -0.01 0.00 0.01
H -0.04332 -4.52557 3.44419 -0.02 0.00 0.00
H -3.20512 -3.29390 4.73017 0.00 -0.02 0.00
H -3.42350 -3.21557 2.97647 -0.01 0.00 -0.01
H -3.14954 -1.72850 3.92070 0.02 0.00 0.01
H 1.29662 -0.93091 1.85502 -0.01 -0.01 0.01
H 2.58168 -1.75980 2.75074 0.00 -0.01 0.01
H 1.82502 -0.30389 3.42728 -0.01 0.00 0.00
H 0.40952 -2.88070 5.44789 0.02 0.02 -0.01
H 1.92058 -2.01759 5.17421 0.00 0.00 0.00
H 1.71931 -3.64484 4.50979 0.01 0.00 -0.01
```
Forces are in eV/Å.

Its net charge is +3.

---

Number 1: Kohn-Sham gap 4.833 eV, DFT total energy -2251.009813 Eh. Number 2: Kohn-Sham gap 8.514 eV, DFT total energy -2104.972997 Eh.